Record 1
{
  "formula": "C20H42IN3O6RuSi4",
  "method": "ωB97M-V with the def2-TZVPD basis set",
  "elements": ["Ru", "C", "C", "N", "C", "C", "N", "C", "O", "O", "C", "O", "O", "H", "H", "H", "H", "H", "C", "Si", "C", "C", "Si", "Si", "C", "C", "C", "Si", "C", "C", "C", "H", "H", "H", "H", "H", "H", "H", "H", "H", "H", "H", "H", "H", "H", "H", "H", "H", "H", "H", "H", "H", "H", "H", "H", "H", "H", "H", "N", "C", "O", "C", "I", "H", "H", "H", "H", "C", "O", "C", "C", "H", "H", "H", "H", "H", "H"],
  "coordinates": [[-0.35135, 0.82039, 0.22359], [-0.12499, 4.16844, 3.34177], [-0.57591, 2.79439, 3.68614], [-0.67950, 1.76643, 2.86270], [-1.10816, 0.71019, 3.61813], [-1.27286, 1.09066, 4.92095], [-0.93487, 2.41712, 4.93641], [-1.67152, 0.42924, 6.18684], [-1.97686, -0.85306, 6.11809], [-1.70502, 1.07116, 7.20884], [-1.20012, -0.62740, 3.01220], [-1.54878, -1.60812, 3.66386], [-0.80649, -0.67273, 1.77908], [-0.95646, 4.76041, 2.94737], [0.63686, 4.11578, 2.56870], [0.27416, 4.67307, 4.22118], [-0.95278, 2.97617, 5.77666], [-1.86694, -1.20452, 5.19177], [3.19389, -0.13030, 0.87739], [2.83212, -0.95592, -0.77377], [3.63001, -2.65616, -0.81630], [3.63875, 0.07156, -2.13006], [0.48092, -1.12189, -0.97275], [-0.29404, -2.61261, 0.77910], [-2.12110, -3.03252, 0.87825], [0.27294, -4.11665, -0.30004], [0.91115, -2.85412, 2.20391], [-0.23669, -1.76346, -3.12589], [0.65439, -0.69245, -4.40610], [-2.10798, -1.58842, -3.22675], [0.18880, -3.51985, -3.63684], [4.24124, 0.17828, 0.93577], [2.99473, -0.80978, 1.70784], [2.58147, 0.76468, 1.02456], [4.71665, -2.53347, -0.81623], [3.36079, -3.21404, -1.71589], [3.35856, -3.26207, 0.04845], [4.71244, -0.13503, -2.13814], [3.50710, 1.13620, -1.94070], [3.24906, -0.15206, -3.12431], [-2.46270, -3.39523, -0.09319], [-2.75977, -2.21326, 1.19686], [-2.24636, -3.84610, 1.59830], [-0.48244, -4.39983, -1.03220], [0.38908, -4.96284, 0.38950], [1.22741, -4.00324, -0.82019], [1.16250, -1.95093, 2.75605], [1.83012, -3.30301, 1.82289], [0.46596, -3.55741, 2.91278], [0.82313, 0.33970, -4.10459], [0.10942, -0.68943, -5.35408], [1.63637, -1.13147, -4.59749], [-2.49427, -0.74184, -2.66478], [-2.56637, -2.48649, -2.80563], [-2.44691, -1.49853, -4.26193], [1.23246, -3.77306, -3.44359], [0.02383, -3.59478, -4.71619], [-0.43585, -4.26619, -3.15165], [-2.50462, 2.19485, 0.33810], [-1.65655, 3.31223, 0.08949], [-0.45010, 3.10953, 0.42709], [-2.16644, 4.45419, -0.50314], [-3.54177, 5.59816, 1.60046], [-2.44675, 1.96172, 1.32980], [-3.47264, 2.35517, 0.08602], [-3.14218, 4.43217, -0.96150], [-1.49363, 5.25940, -0.75381], [1.31338, 2.88716, -2.92565], [1.09913, 1.92793, -1.86841], [-0.08876, 1.44164, -1.60734], [-1.18508, 1.76631, -2.56004], [0.74729, 3.79394, -2.72104], [1.03503, 2.46815, -3.89034], [2.37663, 3.10023, -2.90742], [-1.28841, 2.85416, -2.63128], [-2.12330, 1.35374, -2.21263], [-0.96046, 1.37574, -3.55502]],
  "atomic_forces_ev_per_a": [[-0.101, 0.305, 0.938], [-0.086, 0.030, -0.032], [-0.039, -0.050, -0.031], [0.040, -0.027, 0.003], [0.037, 0.013, 0.080], [-0.021, 0.160, 0.021], [0.017, -0.052, 0.004], [-0.081, -0.136, 0.011], [-0.010, 0.192, 0.219], [0.015, 0.012, 0.013], [0.265, 0.193, -0.061], [-0.096, -0.079, -0.151], [-0.333, 0.104, -0.056], [0.036, -0.061, 0.039], [0.002, -0.005, -0.002], [0.003, -0.007, -0.001], [-0.008, 0.006, -0.012], [0.042, -0.067, -0.081], [0.014, -0.007, -0.002], [0.017, 0.092, 0.039], [-0.007, 0.003, -0.017], [-0.003, -0.025, -0.024], [0.017, -0.138, -0.135], [0.281, -0.515, -0.675], [-0.019, 0.143, 0.107], [-0.031, -0.082, 0.189], [-0.072, 0.148, 0.090], [0.021, 0.020, -0.056], [-0.021, -0.018, -0.008], [0.025, -0.068, -0.019], [0.029, 0.036, -0.022], [0.004, -0.027, 0.001], [-0.022, 0.014, 0.004], [0.019, 0.012, -0.009], [0.001, -0.009, 0.018], [0.007, 0.009, -0.005], [-0.015, -0.005, -0.007], [-0.002, 0.000, 0.005], [-0.013, 0.014, 0.004], [0.004, -0.002, 0.002], [0.019, 0.003, 0.005], [-0.014, 0.013, 0.025], [0.010, -0.012, -0.012], [0.001, 0.001, -0.022], [-0.009, -0.018, -0.049], [-0.026, 0.014, 0.034], [-0.005, -0.002, 0.023], [-0.016, -0.003, -0.006], [0.002, -0.013, -0.010], [0.011, -0.006, -0.003], [-0.006, -0.003, 0.008], [0.004, -0.002, -0.006], [-0.026, 0.065, 0.023], [-0.004, 0.004, 0.007], [0.012, -0.011, -0.001], [0.003, 0.007, 0.009], [0.008, -0.003, 0.000], [-0.002, -0.010, 0.012], [0.115, -0.125, 0.067], [-0.164, 0.020, 0.060], [0.191, -0.024, -0.264], [-0.053, 0.073, -0.035], [0.036, -0.036, 0.084], [-0.090, 0.113, -0.005], [0.001, -0.046, -0.008], [-0.007, 0.011, -0.009], [0.020, -0.018, -0.028], [0.001, 0.022, 0.016], [-0.017, 0.022, -0.035], [0.186, -0.159, -0.304], [-0.042, 0.059, 0.019], [0.001, -0.007, 0.017], [-0.007, 0.008, -0.008], [0.005, -0.016, 0.006], [-0.004, -0.023, -0.002], [-0.044, -0.037, 0.005], [-0.008, 0.009, 0.004]],
  "lumo_energy_ha": [-0.01632, -0.06411],
  "de_lowest_kcal_mol": 43.16,
  "multiplicity": 5,
  "orbital_gap_ev": [6.81, 6.68],
  "s2": 6.043
}

Record 2
{
  "formula": "C20H42N4O5",
  "method": "ωB97M-V with the def2-TZVPD basis set",
  "elements": ["C", "C", "C", "C", "O", "C", "C", "N", "C", "C", "N", "H", "H", "H", "H", "H", "H", "H", "H", "H", "H", "H", "H", "C", "O", "C", "C", "N", "C", "C", "O", "C", "H", "H", "H", "H", "H", "H", "H", "H", "H", "H", "H", "H", "H", "H", "H", "C", "O", "C", "C", "N", "C", "C", "O", "C", "H", "H", "H", "H", "H", "H", "H", "H", "H", "H", "H", "H", "H", "H", "H"],
  "coordinates": [[4.04270, 2.93712, 4.15081], [3.53049, 4.49238, 3.93039], [2.36597, 4.76560, 5.05201], [1.02116, 5.51652, 4.49169], [-0.10389, 4.58248, 4.64768], [-0.55004, 4.01835, 3.36459], [0.66964, 3.44892, 2.40713], [1.51444, 3.33343, 1.40262], [-1.46161, 2.67267, 3.76037], [-1.38441, 2.47346, 5.41930], [-1.17192, 2.52382, 6.71837], [4.76633, 2.54373, 3.31978], [4.66414, 2.92464, 5.16968], [3.15298, 2.17275, 4.32947], [4.45985, 5.17886, 4.21230], [3.23293, 4.75173, 2.82859], [2.80045, 5.35578, 5.97574], [2.02650, 3.70641, 5.47709], [1.12349, 6.00325, 3.43284], [0.80867, 6.41837, 5.24443], [-1.29042, 4.75385, 2.79625], [-0.94075, 1.69458, 3.31936], [-2.56554, 2.75232, 3.37673], [-5.45273, 0.18871, -1.24665], [-4.92850, -1.10592, -0.97700], [-3.82320, -1.46405, -1.82300], [-2.50587, -1.45085, -1.02693], [-2.09507, -0.08258, -0.68570], [-1.02524, -0.00952, 0.31055], [-1.28337, -0.63762, 1.69750], [-2.25903, 0.05096, 2.48176], [-3.60662, -0.26319, 2.15487], [-6.41410, 0.27867, -0.73410], [-4.79025, 0.96970, -0.87580], [-5.62980, 0.32750, -2.31842], [-3.76822, -0.83864, -2.71882], [-4.01183, -2.49169, -2.14875], [-1.71957, -1.91309, -1.63571], [-2.65134, -2.05778, -0.13656], [-2.89845, 0.41909, -0.32047], [-0.81499, 1.05545, 0.46227], [-0.11813, -0.45216, -0.11672], [-0.34714, -0.56153, 2.26310], [-1.50966, -1.70850, 1.64434], [-3.73067, -1.30452, 1.84700], [-3.96908, 0.41837, 1.38693], [-4.22004, -0.09463, 3.04714], [2.36522, -5.86843, -3.46708], [3.23514, -4.81902, -3.87398], [3.06709, -4.43631, -5.24910], [2.38271, -3.06117, -5.34841], [0.96818, -3.13285, -4.95940], [0.33868, -1.82855, -4.74746], [0.93717, -0.90299, -3.66583], [0.75692, -1.37010, -2.32776], [1.69406, -2.35720, -1.91676], [2.71778, -6.24679, -2.50397], [1.34372, -5.51109, -3.34374], [2.38652, -6.69816, -4.18150], [2.54127, -5.19986, -5.82977], [4.07596, -4.34325, -5.66292], [2.44544, -2.70842, -6.38483], [2.93586, -2.37004, -4.71703], [0.89231, -3.66163, -4.09620], [-0.70378, -2.02814, -4.47391], [0.31662, -1.29112, -5.70245], [0.39231, 0.04698, -3.71960], [1.98711, -0.65188, -3.85397], [2.68311, -2.20374, -2.35582], [1.31151, -3.34966, -2.14982], [1.79078, -2.29984, -0.82671]],
  "atomic_forces_ev_per_a": [[0.403, 0.046, 0.805], [1.013, -0.183, 0.976], [-0.056, -0.449, -0.175], [0.931, 1.270, 1.763], [0.408, 0.241, -3.474], [-0.668, -1.368, 1.023], [5.403, 0.956, -7.952], [-7.933, 0.767, 9.576], [1.034, -0.803, 1.319], [1.733, 1.269, 8.590], [-2.166, -0.740, -12.425], [-1.518, 0.808, 1.460], [-1.327, 0.011, -2.169], [1.779, 1.702, -0.694], [-1.947, -1.382, -0.773], [0.344, -0.708, 2.238], [-0.858, -1.095, -1.980], [0.523, 2.377, -0.904], [-0.216, -1.285, 1.789], [0.201, -1.985, -1.701], [2.174, -1.403, 0.778], [-1.480, 2.287, 0.997], [2.250, -0.208, 1.015], [-0.213, -0.448, 0.083], [0.129, 0.424, -0.520], [0.294, -0.432, 0.756], [-0.300, 0.601, -0.600], [-0.183, -0.303, 0.114], [-0.159, 0.039, 0.182], [0.354, 0.333, -0.144], [-0.023, -0.523, -0.291], [0.015, 0.280, 0.453], [0.150, -0.095, 0.012], [0.074, 0.230, -0.086], [0.086, 0.061, 0.048], [-0.001, 0.163, 0.155], [0.027, 0.050, -0.008], [-0.015, 0.086, 0.095], [-0.116, -0.327, 0.127], [0.125, -0.112, -0.122], [0.089, -0.106, 0.050], [-0.114, -0.024, 0.024], [-0.082, 0.047, -0.029], [-0.185, 0.066, -0.047], [0.043, 0.096, -0.114], [-0.196, -0.153, -0.210], [0.190, -0.054, -0.056], [0.464, 0.071, 0.076], [-0.403, -0.351, -0.426], [0.224, 0.771, 0.325], [-0.390, -0.798, -0.055], [0.331, 0.054, 0.093], [0.047, -0.086, 0.320], [-0.516, 0.124, -0.097], [0.378, 0.019, -0.393], [-0.311, 0.203, 0.351], [0.010, 0.154, -0.102], [-0.226, -0.099, -0.044], [-0.094, 0.065, 0.006], [-0.146, 0.035, 0.167], [-0.064, -0.004, -0.008], [-0.008, -0.001, 0.087], [0.321, 0.132, 0.051], [0.039, 0.067, -0.195], [0.078, 0.130, -0.018], [0.087, 0.022, 0.073], [0.004, -0.142, 0.075], [0.046, -0.205, 0.066], [-0.080, -0.076, -0.083], [0.234, -0.208, -0.072], [-0.042, 0.102, -0.152]],
  "lumo_energy_ha": 0.00520,
  "de_lowest_kcal_mol": 34.97,
  "multiplicity": 1,
  "orbital_gap_ev": 8.86
}

Record 3
{
  "formula": "C20H42N5O4",
  "method": "ωB97M-V with the def2-TZVPD basis set",
  "elements": ["C", "C", "C", "N", "C", "C", "C", "C", "C", "H", "H", "H", "H", "H", "H", "H", "H", "H", "H", "H", "H", "H", "H", "C", "O", "N", "C", "C", "H", "H", "H", "H", "H", "H", "H", "C", "O", "N", "C", "C", "H", "H", "H", "H", "H", "H", "H", "C", "O", "N", "C", "C", "H", "H", "H", "H", "H", "H", "H", "C", "O", "N", "C", "C", "H", "H", "H", "H", "H", "H", "H"],
  "coordinates": [[1.12979, -4.38609, 0.48213], [0.52949, -4.00188, -0.49770], [-0.07443, -3.17497, -1.63816], [0.42400, -1.74092, -1.58161], [1.92021, -1.73442, -1.63853], [2.31659, -0.23627, -1.98522], [1.98605, 0.59021, -0.66484], [0.50453, 0.40751, -0.15436], [-0.12787, -1.01566, -0.40818], [1.71536, -4.57531, 1.39022], [-1.19231, -3.17640, -1.59863], [0.31494, -3.62819, -2.57856], [0.09728, -1.31947, -2.46406], [2.26222, -1.87886, -0.58297], [2.34817, -2.47799, -2.34283], [3.37575, -0.13825, -2.29880], [1.59050, 0.15545, -2.75239], [2.69451, 0.18159, 0.10993], [2.26022, 1.66796, -0.77484], [0.54082, 0.54020, 0.95759], [-0.13133, 1.23171, -0.53925], [-1.21481, -0.84571, -0.63010], [-0.09808, -1.58045, 0.54794], [3.89953, -8.65008, 1.55488], [4.03128, -9.78055, 1.97015], [3.33019, -8.31507, 0.36848], [3.20629, -6.93968, -0.06281], [2.83071, -9.37296, -0.49288], [4.24522, -7.77420, 2.13146], [2.14976, -6.70545, -0.21091], [3.74372, -6.80886, -1.00579], [3.62243, -6.26013, 0.68145], [2.06666, -9.94225, 0.03939], [3.64952, -10.04703, -0.74985], [2.40535, -8.95111, -1.40226], [1.32694, 3.75591, 0.87789], [0.45050, 3.27089, 0.17395], [1.73088, 5.03671, 0.84083], [2.77862, 5.53886, 1.70906], [1.09792, 5.95075, -0.09986], [1.87167, 3.15234, 1.62473], [2.37762, 6.34448, 2.32709], [3.59760, 5.92425, 1.09868], [3.15797, 4.74814, 2.35612], [0.03132, 5.99626, 0.10665], [1.24223, 5.57642, -1.11591], [1.52764, 6.94413, -0.01106], [-4.36454, -2.39465, -3.15487], [-4.81339, -2.87755, -4.17064], [-4.97503, -2.40172, -1.94517], [-4.36584, -1.80093, -0.77797], [-6.27934, -3.03161, -1.81871], [-3.37933, -1.88984, -3.13719], [-4.23137, -2.56713, -0.00998], [-5.01670, -1.01181, -0.39562], [-3.39526, -1.37214, -1.02938], [-6.20261, -4.08190, -2.10457], [-6.98464, -2.53960, -2.49012], [-6.63739, -2.95674, -0.79344], [-1.28680, 8.78484, 1.37070], [-0.41052, 8.29288, 0.68180], [-1.85477, 8.19348, 2.44590], [-2.89578, 8.84087, 3.22138], [-1.40730, 6.86893, 2.83495], [-1.69684, 9.78591, 1.16092], [-2.55894, 8.95332, 4.25415], [-3.79753, 8.22510, 3.19940], [-3.12644, 9.82401, 2.81350], [-0.33827, 6.89896, 3.05772], [-1.57079, 6.17382, 2.00854], [-1.95380, 6.52794, 3.71240]],
  "atomic_forces_ev_per_a": [[-0.138, 0.676, -0.269], [-0.071, 1.211, 0.044], [0.325, -1.738, 0.853], [0.195, -1.791, -0.352], [1.368, 2.147, 0.502], [-1.544, 0.069, 1.065], [0.926, -0.672, 0.033], [0.706, 0.053, 0.030], [-1.211, 2.016, 0.843], [-0.710, -0.204, -0.935], [0.972, -0.009, -0.117], [-0.609, 0.516, 0.452], [-0.009, 0.115, 0.511], [-0.181, -0.465, -1.063], [-0.693, 0.337, 0.502], [-0.811, -0.061, 0.134], [1.071, -0.406, 0.138], [-0.633, 0.402, -0.544], [-0.575, -0.899, -0.013], [-0.242, -0.008, -1.004], [0.425, -0.719, 0.107], [0.926, -0.342, 0.153], [0.418, -0.319, -1.134], [0.005, -0.027, -0.006], [-0.099, 0.063, -0.179], [0.143, 0.198, 0.281], [-0.072, -0.449, -0.132], [0.109, -0.144, 0.224], [-0.013, 0.070, -0.049], [0.064, 0.143, -0.088], [-0.056, 0.210, 0.005], [0.044, -0.110, 0.015], [0.026, -0.071, -0.124], [-0.124, -0.059, -0.054], [0.046, 0.057, 0.076], [0.123, 0.472, 0.067], [0.047, 0.151, -0.001], [0.000, -0.554, 0.122], [-0.124, 0.103, -0.143], [-0.045, -0.357, -0.236], [0.029, 0.027, 0.034], [0.148, 0.014, 0.023], [0.044, 0.046, 0.144], [-0.061, -0.007, -0.057], [0.083, 0.151, -0.110], [-0.030, 0.057, 0.007], [-0.069, -0.089, 0.107], [-0.226, -0.091, 0.055], [0.027, 0.010, 0.146], [0.446, 0.135, -0.177], [-0.384, -0.240, -0.046], [0.010, -0.047, -0.272], [0.049, 0.070, 0.084], [0.065, 0.158, 0.133], [0.168, 0.031, 0.146], [-0.071, 0.015, -0.079], [-0.131, 0.032, 0.021], [-0.058, -0.106, 0.060], [0.099, 0.044, -0.039], [-0.111, 0.078, 0.096], [-0.155, 0.009, 0.263], [0.050, 0.270, -0.245], [0.116, -0.252, 0.044], [0.144, 0.090, -0.253], [-0.035, -0.013, 0.045], [-0.151, 0.075, 0.015], [-0.060, 0.128, 0.092], [0.065, -0.064, -0.031], [-0.030, -0.135, 0.024], [0.054, -0.091, 0.107], [-0.006, 0.094, -0.050]],
  "lumo_energy_ha": -0.10096,
  "total_charge": 1,
  "multiplicity": 1,
  "orbital_gap_ev": 8.34
}